[1]
44
Properties=species:S:1:pos:R:3:forces:R:3:nbo_charge:R:1 method="wB97M-V/def2-TZVPD" charge=-1 homo_energy_ev=-4.29 spin_multiplicity=1 largest_force_ha_per_bohr=0.0168
P -2.35315 -4.21573 0.54545 0.01 -0.09 -0.68 0.935
Al -3.22661 -2.01122 0.84831 -0.42 0.44 -0.24 0.790
O -1.95765 -2.07083 3.63545 -0.83 0.18 -0.15 -0.919
O -2.34799 -4.75887 -0.86957 0.02 -0.05 -0.04 -1.169
O 0.29310 2.91067 -1.72397 -0.04 0.01 0.00 -0.541
N 1.74361 -0.52187 -0.08902 -0.33 -0.24 0.13 -0.322
C 2.58944 2.28153 -1.72785 -0.28 0.03 -0.09 -0.730
C 2.71467 -0.18368 0.80175 0.58 -0.02 -0.21 -0.074
C -3.08066 -0.88994 -0.83064 0.37 -0.11 0.41 -0.933
C -1.96375 0.16312 -0.82792 -0.08 -0.16 -0.70 -0.384
C 1.44670 3.26107 -1.64718 0.06 -0.03 0.01 0.595
C 2.32137 -1.01990 -1.21905 0.80 -0.13 0.24 -0.069
C -2.13391 0.35579 2.97408 -0.43 -0.54 0.36 -1.021
C -0.56947 -0.46508 -1.02306 -0.11 0.15 0.00 -0.423
C 3.95005 -0.44643 0.23701 -0.63 0.09 0.21 -0.320
C 0.31285 -0.34717 0.20071 0.14 0.25 -0.12 -0.196
C 1.81000 4.71907 -1.46270 -0.23 0.03 0.00 -0.719
C 3.69268 -0.97953 -1.04236 -0.10 -0.06 -0.13 -0.324
B -2.35247 -1.18735 2.61663 0.60 -0.05 0.05 0.476
H -4.03949 -0.40012 -1.00812 -0.16 0.02 0.08 0.207
H -2.11172 0.82880 -1.68138 0.00 0.22 0.00 0.188
H 3.17623 2.31647 -0.80891 0.12 0.02 -0.07 0.238
H 2.36865 4.84978 -0.53451 0.12 0.01 -0.06 0.225
H -2.16017 0.49947 4.06236 0.01 0.22 0.07 0.185
H -2.18553 -1.65415 4.47643 0.60 0.01 0.23 0.461
H -1.98067 0.81402 0.04612 -0.01 -0.07 0.22 0.184
H 4.43820 -1.29383 -1.75010 -0.01 -0.09 -0.17 0.210
H 0.20903 0.67046 0.57553 0.00 0.11 0.09 0.196
H -4.80813 -2.20161 1.19677 -0.01 -0.12 0.06 -0.372
H -2.84802 1.02310 2.49923 0.02 0.17 -0.08 0.226
H -3.04428 -5.11659 1.41528 0.28 0.03 0.23 -0.119
H 4.90277 -0.27060 0.70019 0.14 -0.01 0.05 0.211
H 2.42325 5.05990 -2.29860 0.11 -0.01 0.07 0.221
H -1.03397 -4.29584 1.09702 -0.14 -0.15 0.27 -0.126
H 1.78352 -1.38542 -2.07065 -0.36 0.02 0.03 0.225
H 2.46957 0.20833 1.77145 -0.13 0.07 0.09 0.207
H -2.90587 -1.53164 -1.69731 -0.12 -0.11 -0.11 0.212
H 0.01630 -1.01358 1.00867 -0.03 -0.23 -0.04 0.216
H -0.70171 -1.49648 -1.35001 0.15 -0.17 0.11 0.217
H 2.20730 1.27243 -1.85898 0.03 0.10 0.01 0.252
H -0.06621 0.06429 -1.82994 0.08 0.08 -0.11 0.206
H 0.90194 5.31671 -1.41936 -0.01 -0.01 0.00 0.230
H 3.22735 2.53221 -2.57820 0.12 0.06 0.10 0.220
H -1.12716 0.61021 2.64095 0.10 0.12 -0.11 0.230

[2]
13
Properties=species:S:1:pos:R:3:forces:R:3:nbo_charge:R:1 method="wB97M-V/def2-TZVPD" homo_energy_ev=-7.87 spin_multiplicity=1 smiles="CN/C=C/C=S" largest_force_ha_per_bohr=0.1204
S 3.78712 -0.54513 0.21462 -3.78 2.25 -0.71 -0.180
N -1.08911 -0.93920 -0.02968 -2.74 -1.30 -0.28 -0.571
C 0.16410 -0.66351 -0.24930 5.55 -2.02 -1.87 0.149
C -2.05368 0.09886 0.29711 -0.34 3.09 1.84 -0.445
C 0.98350 0.44215 -0.13791 -1.94 1.21 1.23 -0.490
C 2.39254 0.55201 -0.10678 4.36 0.82 -1.83 -0.195
H 0.86286 -1.46086 -0.78151 -1.95 0.71 1.62 0.229
H -1.44190 -1.94718 -0.08792 0.94 2.33 -0.15 0.424
H -3.14689 -0.16158 0.01730 2.11 0.38 0.26 0.232
H -2.02438 0.31879 1.48684 -0.21 -0.53 -2.66 0.208
H 2.77238 1.69537 -0.55516 -1.12 -3.23 1.77 0.203
H 0.49296 1.40033 0.11685 0.27 -0.34 -0.25 0.211
H -1.69951 1.20996 -0.18445 -1.15 -3.37 1.02 0.224

[3]
81
Properties=species:S:1:pos:R:3:forces:R:3:lowdin_charge:R:1 method="wB97M-V/def2-TZVPD" charge=-1 homo_energy_ev=-3.91 spin_multiplicity=1 largest_force_ha_per_bohr=0.0947
Ge 1.51255 1.27328 -2.41034 0.61 -2.87 1.38 1.088
Na -0.08756 -0.36893 1.34610 -0.23 0.12 0.04 0.356
O -3.36259 0.10984 -2.41332 -0.25 -1.10 0.86 -0.037
O 1.50658 0.91226 -0.45170 0.07 1.98 -1.83 -0.197
O 0.34963 -2.48811 1.69381 0.48 -1.24 -0.14 -0.110
O -2.34768 0.14165 -0.23080 -0.53 -0.05 -0.28 -0.022
N 3.21264 0.59831 1.11728 -2.04 3.67 -1.66 0.058
N -0.30017 0.36979 3.83752 -1.86 1.05 1.25 0.112
N -2.60663 0.21732 2.25635 1.43 -0.23 3.20 -0.017
N 2.46651 -0.49254 1.36584 -0.49 -2.47 0.31 -0.038
N -3.59054 -0.39344 1.64360 -1.79 0.31 -2.07 0.030
C -6.52594 -2.20475 -1.05453 -0.84 -0.96 0.01 -0.127
C -2.16523 2.43285 -4.14961 -0.29 0.51 -0.77 -0.071
C -6.33577 -1.99372 -2.43940 0.98 0.87 0.50 -0.094
C -5.60245 -1.77473 -0.14191 2.49 1.47 -0.40 -0.037
C -1.96217 3.81715 -4.36713 0.46 -1.74 1.13 -0.065
C -1.77066 0.30611 5.84886 1.87 -0.45 -0.79 -0.032
C -1.28608 1.66582 -3.42841 1.40 -0.27 1.25 -0.084
C 2.81462 5.07169 -0.68733 0.80 0.01 0.24 -0.076
C -0.80296 4.33877 -3.81280 0.55 1.93 -1.01 -0.105
C 1.99906 -5.41872 3.04952 1.23 1.16 1.49 -0.149
C 0.59099 -2.83901 -3.04608 0.46 1.06 -1.01 -0.057
C 1.26208 -3.26832 2.11674 0.37 0.71 0.90 -0.350
C 1.00098 -3.04496 -4.38326 -0.06 -0.06 0.82 -0.104
C 3.14159 -4.80539 3.64185 0.91 0.42 -1.23 -0.125
C 4.58133 4.52231 0.87326 -0.11 -1.05 0.47 -0.092
C 2.55321 -2.69845 2.57426 0.09 0.11 -1.53 -0.150
C 2.99574 -1.34929 2.19875 -0.59 0.21 -0.13 -0.096
C 3.94353 5.43882 0.05952 0.06 0.09 -0.32 -0.098
C -4.40123 -1.07734 -0.56349 -0.59 0.47 -0.80 -0.047
C 0.26208 3.54643 -3.35973 -2.03 -0.48 0.29 -0.140
C -1.57590 0.41052 4.44116 1.47 0.09 -0.43 -0.233
C 0.60313 -0.19879 5.95632 0.58 0.64 1.05 -0.082
C 0.80122 -1.60359 -2.42126 0.40 -1.52 -0.47 -0.088
C -4.27604 -0.76496 -1.94448 -1.75 0.93 -0.02 -0.265
C -3.39360 -0.36660 0.30016 0.23 -1.23 1.74 -0.378
C 3.05596 2.81350 0.14056 -0.90 -0.03 0.02 -0.164
C -5.32019 -1.13811 -2.83815 1.03 -0.63 0.58 -0.024
C 2.36253 3.76692 -0.63660 0.72 -0.25 1.07 -0.077
C -2.72993 0.37261 3.55991 -0.85 -0.13 -0.54 -0.116
C 1.50004 -0.61722 -3.10456 -0.58 1.50 -0.34 -0.291
C 3.54084 -3.52140 3.15817 -1.17 -1.19 1.73 -0.078
C 2.53753 1.43012 0.23922 2.40 -3.48 2.42 -0.359
C 1.88057 -0.81353 -4.44180 0.40 -1.19 -0.36 -0.125
C 1.63978 -2.05637 -5.11473 0.83 1.24 0.27 -0.093
C 4.12203 3.21140 0.95747 -0.09 0.22 -0.66 -0.027
C 0.73739 0.26715 4.64988 -0.67 -1.82 0.02 -0.146
C 1.12608 -4.71736 2.31572 -0.72 1.99 -1.64 -0.050
C -0.63072 -0.11099 6.58418 -1.05 0.64 -1.35 -0.083
C -0.05443 2.21242 -3.01377 1.05 1.27 -1.00 -0.273
H 0.10515 -3.61743 -2.49970 -0.15 -0.46 0.20 0.098
H 3.85695 -0.99875 2.75787 0.70 -0.05 -0.17 0.099
H 4.37568 6.42602 0.02040 -0.25 0.30 -0.19 0.092
H 4.56475 -3.13682 3.34861 -0.87 -0.14 0.09 0.102
H 2.53953 -0.08703 -4.93149 -0.53 -0.01 0.04 0.089
H -7.43222 -2.71116 -0.66740 0.70 0.11 -0.48 0.099
H -6.87400 -2.50310 -3.21414 -0.87 0.11 -0.01 0.087
H 0.35354 -5.23497 1.77262 -0.52 0.10 0.12 0.094
H 1.74263 -6.42054 3.26649 0.10 -1.11 0.22 0.079
H -2.78135 0.22793 -1.51724 0.19 0.26 -0.65 0.029
H 1.25030 3.97467 -3.28735 0.04 0.06 0.46 0.083
H 2.33753 5.77899 -1.34413 -0.21 0.26 0.06 0.096
H 1.51109 -0.53158 6.48452 -0.61 0.25 -0.17 0.104
H -0.68689 5.44819 -3.84584 0.21 -0.94 -0.22 0.108
H 0.57211 -1.57304 -1.36942 -0.22 0.53 0.20 0.098
H -1.51091 0.64473 -3.10736 0.00 0.43 -0.68 0.098
H -0.79516 -0.33881 7.60800 0.25 -0.31 0.81 0.084
H 5.43966 4.74081 1.50205 -0.11 0.50 -0.22 0.101
H 2.05878 -2.22396 -6.15432 -0.71 0.16 1.43 0.113
H -5.66202 -1.88977 0.92279 -0.46 -0.20 0.31 0.094
H 0.90513 -4.04030 -4.77550 -0.23 -0.23 -0.34 0.088
H -2.98297 1.89661 -4.59440 -0.55 0.13 0.05 0.101
H 2.95756 1.79296 -2.69786 -0.70 0.31 0.05 0.041
H -2.67884 4.41611 -4.91275 0.01 0.05 0.20 0.099
H -3.69295 0.29884 4.15487 0.72 -0.27 -1.24 0.115
H 1.41176 3.50991 -1.05736 -0.20 -0.12 -0.36 0.066
H -2.73709 0.42231 6.34408 0.25 -0.10 -0.44 0.101
H 3.76587 -5.40577 4.30782 0.10 0.25 -0.42 0.071
H 4.58034 2.49791 1.63194 -0.08 0.02 -0.20 0.104
H -5.18728 -0.74118 -3.83472 -0.18 -0.41 -0.31 0.103
H 1.72156 0.25777 4.21811 0.27 0.26 -0.39 0.093

[4]
16
Properties=species:S:1:pos:R:3:forces:R:3:nbo_charge:R:1 method="wB97M-V/def2-TZVPD" homo_energy_ev=-8.19 spin_multiplicity=1 smiles=CP(C)#[PH]P(O)O largest_force_ha_per_bohr=0.0059
P -0.80379 0.94781 -1.65407 -0.09 -0.17 -0.14 -0.185
P 1.18240 0.38988 -0.92617 0.20 0.18 0.14 0.551
P -2.47964 0.41232 -0.25665 0.11 0.10 0.04 1.163
O -2.16845 1.27951 1.10237 -0.09 -0.19 0.07 -0.994
O -2.03485 -1.12188 0.14757 -0.24 0.00 0.07 -1.003
C 1.15163 -1.44972 -1.02968 -0.10 0.02 -0.07 -0.938
C 1.22284 0.63089 0.90717 -0.12 -0.09 0.02 -0.943
H 0.23726 -1.92131 -0.67565 -0.01 0.03 0.02 0.229
H 2.17949 0.24867 1.26749 0.02 0.06 0.02 0.240
H 1.99270 -1.81484 -0.43833 0.03 -0.03 -0.06 0.232
H -1.27125 1.20358 1.44685 0.06 0.16 -0.09 0.487
H -0.75389 2.30809 -1.27545 0.05 0.02 -0.03 0.010
H 1.18002 1.69748 1.12757 0.01 0.02 0.02 0.239
H 0.44043 0.11565 1.47069 0.02 -0.07 -0.02 0.182
H -1.38452 -1.18457 0.85384 0.15 -0.01 -0.04 0.486
H 1.30960 -1.74157 -2.06756 0.01 -0.03 0.02 0.243

[5]
15
Properties=species:S:1:pos:R:3:forces:R:3:nbo_charge:R:1 method="wB97M-V/def2-TZVPD" homo_energy_ev=-9.33 spin_multiplicity=1 smiles="O=[N+]([O-])C(=S)[C@@H]1CC(Cl)=[N+]([O-])O1" largest_force_ha_per_bohr=0.0838
Cl -3.17307 -0.32228 -1.38407 1.50 0.59 1.43 0.030
S 1.93099 1.43283 -1.21674 -0.87 -1.21 1.50 0.261
O -0.39142 1.54934 0.58439 0.68 0.98 1.13 -0.323
O -2.30085 2.43760 -0.05845 0.29 -1.10 -0.41 -0.408
O 3.34980 -0.96721 -0.63894 -0.46 -0.71 0.87 -0.321
O 1.84908 -1.72803 0.75505 0.06 -2.11 1.23 -0.363
N 2.33906 -0.93137 0.02349 -0.06 2.48 -1.55 0.499
N -1.64353 1.40235 0.00169 -0.95 0.13 -0.18 0.371
C -1.80357 0.14717 -0.32014 -3.78 1.03 -1.79 0.090
C -0.75311 -0.71967 0.07671 1.37 -2.58 -1.80 -0.450
C 1.44958 0.32456 -0.11662 2.66 1.59 -2.40 -0.070
C 0.22443 0.29478 0.66178 -0.86 -0.92 0.54 -0.054
H -0.93561 -1.52572 0.78660 -0.58 0.25 0.14 0.249
H -0.37496 -1.29472 -0.82456 -0.11 0.75 0.75 0.239
H 0.23318 -0.09962 1.66981 1.12 0.83 0.55 0.250

[6]
68
Properties=species:S:1:pos:R:3:forces:R:3:nbo_charge:R:1 method="wB97M-V/def2-TZVPD" homo_energy_ev="-4.81 / -6.68" spin_multiplicity=2 s2=0.77 largest_force_ha_per_bohr=0.0070
Ru -0.00164 0.48711 0.17642 0.34 -0.10 0.03 0.502
S 1.92327 -1.07182 -1.98151 -0.02 -0.01 -0.04 2.311
S 3.00878 1.59940 0.96272 0.05 0.00 -0.01 0.239
O 1.53391 -2.42235 -1.63997 0.02 0.01 0.00 -0.958
O -2.42720 3.94934 2.31392 0.04 0.01 0.03 -0.548
O -1.86209 1.24897 1.00266 -0.16 -0.10 -0.05 -0.510
O 1.23686 -0.56219 -3.16996 -0.01 -0.03 -0.01 -1.004
O -0.43633 2.10301 -1.18793 -0.20 0.24 -0.09 -0.501
N 0.29397 -1.05225 1.49624 -0.03 -0.03 0.08 -0.377
N -2.57406 -2.08652 -2.61763 0.04 0.01 -0.01 -0.654
N 1.34641 -2.54939 2.74156 -0.01 0.01 0.00 -0.540
N -2.78546 -3.35346 -4.49620 0.01 0.00 -0.01 -0.793
N 1.76325 -0.03883 -0.74051 -0.14 0.04 0.03 -0.829
N -0.84978 -2.12771 -4.22970 0.05 0.01 -0.04 -0.798
N -1.21787 -0.73985 -1.05396 -0.12 0.08 -0.01 -0.461
C -2.03388 -1.95830 1.89338 0.01 -0.02 -0.01 -0.201
C -0.64854 -1.92431 2.03585 0.02 0.00 -0.01 0.071
C -0.67753 -3.88233 3.49439 0.01 0.00 0.00 -0.255
C 0.54942 2.81882 -1.92671 0.12 -0.04 0.04 -0.241
C 3.64736 -0.86552 -2.11846 0.01 -0.04 -0.02 -0.409
C 4.06575 0.06369 -1.14009 0.03 0.03 0.02 -0.050
C -1.45753 2.94585 -0.66074 -0.12 -0.15 -0.05 -0.084
C -2.04141 -2.48891 -3.75309 -0.04 0.00 0.04 0.651
C 5.43952 0.38158 -1.06988 0.00 0.00 0.00 -0.231
C 2.96777 0.51075 -0.37745 -0.02 0.00 0.03 -0.017
C -3.64989 4.18819 2.97574 -0.02 0.00 0.01 -0.253
C 5.86726 -1.14751 -2.91497 0.00 0.00 0.00 -0.271
C -2.48888 2.05798 0.00159 0.01 0.08 0.01 -0.087
C -1.69101 2.86393 2.85662 0.00 0.03 0.02 -0.109
C 1.45401 -1.45968 1.93766 0.04 -0.02 -0.02 0.259
C -1.82487 -1.36324 -1.81317 0.03 -0.07 0.03 0.530
C 1.21813 1.75343 1.32411 -0.08 -0.01 -0.01 -0.810
C -2.16241 1.50880 2.36838 0.00 0.08 -0.02 -0.080
C 6.30795 -0.22128 -1.94903 0.00 0.00 0.00 -0.201
C -2.71884 -2.95550 2.55826 0.00 0.00 0.00 -0.217
C 0.00744 -2.87423 2.82404 0.00 -0.01 -0.01 0.169
C -2.04987 -3.90479 3.34757 -0.01 0.01 0.01 -0.213
C 4.52266 -1.47223 -2.99845 0.01 0.01 0.01 -0.150
H -4.34669 3.34709 2.88508 0.01 0.00 -0.01 0.161
H -1.74966 2.88030 3.95271 0.01 0.00 0.01 0.176
H -0.16216 -4.61687 4.09917 0.00 0.00 0.00 0.217
H 0.99384 2.81682 1.16432 0.03 0.01 0.02 0.176
H -2.62402 -3.41032 -5.48569 0.00 0.00 0.00 0.390
H 2.11673 -3.04047 3.15674 0.00 0.00 0.00 0.423
H 1.14282 1.57305 2.40496 0.02 0.02 0.00 0.183
H -3.48700 4.38888 4.04031 0.00 0.00 0.00 0.172
H 1.41450 2.16998 -2.02535 -0.03 -0.02 -0.02 0.229
H -0.46141 -2.63473 -5.00545 0.00 0.00 0.00 0.394
H -3.73073 -3.48396 -4.18059 0.00 0.00 0.00 0.409
H 7.36226 0.02190 -1.89857 0.00 0.00 0.00 0.208
H -1.03636 3.66105 0.05349 0.04 -0.05 0.00 0.194
H -3.26942 2.66997 0.45126 -0.01 0.00 -0.05 0.206
H 0.15585 3.06309 -2.91568 -0.02 0.04 0.02 0.181
H 2.39699 -0.99256 1.69912 -0.01 -0.01 0.00 0.237
H 4.16360 -2.18366 -3.73177 0.00 0.00 0.00 0.218
H -0.65215 3.01429 2.56583 -0.02 -0.03 0.01 0.222
H -2.53390 -1.23295 1.26749 -0.01 0.00 -0.03 0.236
H -2.92098 1.37647 -0.73369 0.06 -0.02 0.02 0.208
H 0.82892 3.73377 -1.39737 0.04 -0.02 0.01 0.176
H -1.93142 3.49714 -1.47996 0.01 0.04 0.00 0.189
H 5.79702 1.09164 -0.33487 0.00 0.00 0.00 0.217
H -1.64974 0.72049 2.91875 0.00 0.03 0.05 0.220
H -3.79502 -3.01701 2.46289 0.00 0.00 0.00 0.212
H -2.62341 -4.67314 3.84907 0.00 0.00 0.00 0.214
H 6.57903 -1.60398 -3.58914 0.00 0.00 0.00 0.209
H -4.10149 5.06368 2.51415 0.00 0.00 0.00 0.198
H -0.18962 -1.54554 -3.70017 -0.01 -0.01 0.02 0.462
H -3.24105 1.38692 2.52125 0.02 0.01 -0.02 0.179

Repeat the second record exactly.
13
Properties=species:S:1:pos:R:3:forces:R:3:nbo_charge:R:1 method="wB97M-V/def2-TZVPD" homo_energy_ev=-7.87 spin_multiplicity=1 smiles="CN/C=C/C=S" largest_force_ha_per_bohr=0.1204
S 3.78712 -0.54513 0.21462 -3.78 2.25 -0.71 -0.180
N -1.08911 -0.93920 -0.02968 -2.74 -1.30 -0.28 -0.571
C 0.16410 -0.66351 -0.24930 5.55 -2.02 -1.87 0.149
C -2.05368 0.09886 0.29711 -0.34 3.09 1.84 -0.445
C 0.98350 0.44215 -0.13791 -1.94 1.21 1.23 -0.490
C 2.39254 0.55201 -0.10678 4.36 0.82 -1.83 -0.195
H 0.86286 -1.46086 -0.78151 -1.95 0.71 1.62 0.229
H -1.44190 -1.94718 -0.08792 0.94 2.33 -0.15 0.424
H -3.14689 -0.16158 0.01730 2.11 0.38 0.26 0.232
H -2.02438 0.31879 1.48684 -0.21 -0.53 -2.66 0.208
H 2.77238 1.69537 -0.55516 -1.12 -3.23 1.77 0.203
H 0.49296 1.40033 0.11685 0.27 -0.34 -0.25 0.211
H -1.69951 1.20996 -0.18445 -1.15 -3.37 1.02 0.224